No. 1
A structure of composition C12H36BBeF4O6S6 in a non-equilibrium geometry, computed with wB97M-V/def2-TZVPD.

```
66
Properties=species:S:1:pos:R:3:mulliken_charge:R:1
Be -1.128 -2.518 1.752 1.258
B -0.245 -0.321 0.048 0.695
F 0.246 0.676 0.781 -0.123
F -0.314 -0.017 -1.277 -0.287
F 0.480 -1.493 0.351 -0.406
F -1.559 -0.567 0.461 -0.301
C 0.135 -0.091 -4.401 -0.442
S -0.820 -1.495 -5.120 0.638
O 0.101 -2.669 -5.376 -0.262
C -1.816 -1.809 -3.572 -0.424
H 0.795 0.344 -5.151 0.445
H 0.733 -0.461 -3.568 0.030
H -0.527 0.697 -4.043 0.297
H -2.272 -2.799 -3.569 0.489
H -2.649 -1.107 -3.533 0.249
H -1.088 -1.894 -2.765 -0.056
C 3.586 1.032 -0.531 -0.675
S 4.380 -0.365 -1.516 0.375
O 5.814 -0.438 -0.950 -0.609
C 3.491 -1.783 -0.845 -0.799
H 3.947 2.050 -0.676 0.451
H 3.659 0.952 0.553 0.346
H 2.548 1.074 -0.861 -0.044
H 2.473 -1.654 -1.210 0.137
H 3.570 -1.802 0.242 0.271
H 3.854 -2.684 -1.339 0.467
C 2.913 -5.018 0.888 -0.760
S 2.347 -4.295 2.443 0.524
O 0.882 -3.866 2.057 -0.564
C 2.159 -5.742 3.584 -0.901
H 3.928 -5.372 1.070 0.424
H 3.086 -4.325 0.065 0.100
H 2.261 -5.829 0.563 0.385
H 1.180 -5.757 4.064 0.336
H 2.993 -5.492 4.240 0.384
H 2.353 -6.609 2.954 0.311
C -2.893 2.476 -0.934 -0.339
S -4.188 1.978 -2.110 0.428
O -3.612 2.132 -3.497 -0.599
C -4.332 0.214 -1.740 -0.324
H -2.784 1.913 -0.007 -0.220
H -2.551 3.511 -0.950 0.496
H -1.960 2.087 -1.341 0.099
H -4.836 0.020 -0.794 0.354
H -3.296 -0.088 -1.588 -0.411
H -4.822 -0.395 -2.500 0.484
C 0.378 3.563 0.932 -0.592
S 1.017 5.311 0.853 0.473
O 0.940 5.736 2.323 -0.628
C 2.858 5.183 0.655 -0.893
H 0.805 3.025 1.779 0.327
H 0.587 3.116 -0.040 0.227
H -0.702 3.703 0.956 0.038
H 3.194 6.219 0.695 0.361
H 3.138 4.712 -0.287 0.288
H 3.380 4.716 1.490 0.311
C -4.566 1.116 2.880 -0.665
S -3.029 0.419 3.617 0.374
O -2.733 -0.888 2.896 -0.534
C -1.949 1.822 3.167 -0.459
H -5.253 0.322 3.171 0.395
H -4.299 1.106 1.823 -0.021
H -4.693 2.136 3.243 0.419
H -2.363 2.595 3.813 0.570
H -1.965 2.116 2.118 -0.247
H -0.966 1.568 3.563 0.330
```

- E_HOMO (spin up / spin down): -12.39 / -12.39 eV
- <S²>: 0.76
- Multiplicity: 2
- Total charge: +2
- Molecular weight: 564.63 g mol⁻¹
- LUMO (spin up / spin down): -10.1 / -10.1 eV

***

No. 2
A cluster of 2 separate species, C5H13NO2 in total in a non-equilibrium geometry, computed with wB97M-V/def2-TZVPD.

```
21
Properties=species:S:1:pos:R:3:mulliken_charge:R:1
C 1.505 1.089 0.354 0.037
N 0.556 0.016 0.141 -0.191
C -3.190 0.640 -0.746 -1.237
C -1.584 0.167 -0.915 -0.606
C -0.891 0.161 0.394 0.438
C -1.511 -1.012 1.216 -1.217
O 1.067 2.013 1.053 -0.552
H 2.538 0.881 -0.015 0.325
H 1.012 -0.875 0.057 0.261
H -3.592 0.556 0.239 0.431
H -3.114 1.694 -1.171 0.364
H -3.692 0.090 -1.440 0.330
H -1.524 -0.769 -1.558 0.267
H -1.387 1.146 -1.574 0.215
H -1.231 1.104 0.856 0.245
H -1.483 -1.091 2.258 0.395
H -1.166 -2.067 0.842 0.277
H -2.695 -1.041 0.985 0.217
H 6.619 -0.977 -1.070 0.328
H 7.324 -1.019 0.144 0.306
O 6.439 -0.709 -0.051 -0.634
```

- E_HOMO: -9.23 eV
- Energy relative to the best compared isomer or geometry (same formula, charge and spin): 3.304 eV
- Molecular weight: 119.16 g mol⁻¹
- LUMO: 0.6 eV
- SMILES: CC[C@@H](C)NC=O.O